[1]
Here is a molecular structure, C45H60BGaN6P in a non-equilibrium geometry from the OMol25 dataset. Energies are from the ωB97M-V functional and the def2-TZVPD basis.

Last column: Mulliken charge in e.
Cartesian coordinates (Å):
Ga1 10.786625 12.726199 14.730238  -3.680
P1 11.421037 12.779227 11.881913  0.799
N1 11.144520 10.996243 16.954583  0.835
N2 10.563701 12.178513 16.660483  0.492
N3 12.773958 12.417250 15.074749  0.650
N4 10.754104 9.893725 14.804879  0.943
N5 13.032040 11.063122 15.295583  0.534
N6 10.028486 10.991820 14.267430  1.311
C1 14.377415 12.662546 9.070846  -0.829
C2 14.779359 11.931785 14.273962  -0.844
C3 10.242284 9.242736 10.293882  -0.701
C4 9.764643 15.071111 11.453126  -0.519
C5 7.190181 12.150438 14.206469  -1.209
C6 10.335433 11.831996 18.828775  -0.715
C7 10.503595 7.395608 14.832719  1.137
C8 14.214387 14.982723 9.654816  -0.851
C9 13.290426 12.410775 9.865135  -0.720
C10 9.449349 9.577556 9.250939  -0.711
C11 10.081130 6.919209 16.231136  -1.145
C12 11.542224 9.552585 18.942239  2.025
C13 10.031646 8.802250 14.504578  0.151
C14 12.696500 13.396239 10.662478  0.721
C15 10.209858 6.355882 13.686412  -1.522
C16 13.187827 14.680052 10.555525  -0.168
C17 10.870945 10.245764 11.017580  -0.030
C18 10.516150 11.601428 10.851686  0.951
C19 10.152801 14.335924 13.749557  1.224
C20 8.057126 14.020869 18.292459  -1.423
C21 13.827469 15.300187 15.165943  -1.656
C22 8.680628 16.162743 13.228604  -1.029
C23 9.176444 10.912432 8.948450  -0.738
C24 15.188600 14.562719 13.195468  -2.391
C25 8.870725 16.052036 11.895010  -1.043
C26 11.062181 10.804676 18.291717  -0.427
C27 8.903323 9.146964 13.798901  -0.781
C28 9.512843 14.060347 17.849751  1.644
C29 10.084547 12.706543 17.796497  0.166
C30 14.103331 8.671547 13.597826  -0.972
C31 14.761654 9.324435 14.737255  1.075
C32 9.719310 11.924751 9.749843  -0.275
C33 13.832572 12.916740 14.456518  -0.475
C34 13.959301 14.325085 14.025642  3.144
C35 14.812765 13.953969 8.913025  -0.475
C36 10.335026 14.162680 12.346225  0.116
C37 8.990742 10.507051 13.643292  -0.532
C38 7.949026 11.398393 13.048151  2.032
C39 9.297843 15.295533 14.184737  -0.066
C40 6.961791 10.587503 12.107398  -1.895
C41 16.244066 9.160625 14.595240  -1.862
C42 10.776522 9.173888 20.162615  -2.182
C43 14.260759 10.771633 14.759402  -0.033
C44 10.400748 15.013910 18.724572  -1.583
C45 13.038715 9.630397 19.170751  -1.337
B1 11.871414 10.168428 15.813741  0.248
H1 10.999428 8.201017 20.517187  0.466
H2 10.568207 8.223006 10.413167  0.451
H3 13.398566 8.643824 19.398033  0.378
H4 7.430150 13.491050 17.519423  0.225
H5 10.658567 6.676330 12.738374  0.226
H6 8.317108 16.578664 11.119377  0.431
H7 14.483289 8.916729 15.718147  0.008
H8 13.627324 10.041856 18.339090  0.202
H9 13.309299 10.307795 20.037020  0.323
H10 14.881003 11.874595 8.529365  0.490
H11 8.460976 11.113762 8.162443  0.417
H12 9.972687 15.992761 18.747359  0.496
H13 9.056249 8.770831 8.606789  0.350
H14 12.200242 9.142777 16.141859  -0.257
H15 8.481918 12.147384 12.427623  -0.529
H16 16.590063 9.492610 13.590166  0.324
H17 9.122164 15.497115 15.220774  0.684
H18 15.135471 15.639109 12.964586  0.470
H19 7.571420 14.957087 18.464914  0.467
H20 6.234833 11.254768 11.615882  0.356
H21 8.273870 8.385842 13.330594  0.484
H22 6.361226 9.954465 12.782494  0.399
H23 13.092564 14.540862 13.397525  -1.078
H24 10.634422 5.347122 13.929670  0.407
H25 14.559678 8.966700 12.693866  0.399
H26 14.554587 16.016596 9.544040  0.397
H27 10.330315 7.608437 17.085879  0.148
H28 10.968638 9.835713 21.046703  0.370
H29 14.147959 7.562462 13.626921  0.379
H30 9.587750 14.567429 16.887668  -1.121
H31 16.525947 8.120016 14.723915  0.447
H32 10.758464 6.018867 16.541524  0.347
H33 7.879698 12.578538 14.963075  -0.076
H34 11.618179 7.474479 14.908646  -0.406
H35 12.997261 8.980604 13.583143  -0.045
H36 8.093279 17.015235 13.644975  0.365
H37 9.719622 9.172510 20.024353  0.471
H38 16.101054 14.430707 13.799046  0.500
H39 11.616231 10.038962 11.812303  0.247
H40 11.362802 15.247570 18.235298  0.279
H41 8.015417 13.436111 19.229710  0.336
H42 12.818129 15.473624 11.232156  0.429
H43 14.018185 16.301620 14.813029  0.489
H44 12.851953 15.251251 15.699206  0.089
H45 6.539950 11.498418 14.754716  0.395
H46 6.550484 12.944318 13.873425  0.498
H47 10.554347 14.629335 19.719420  0.367
H48 15.604887 14.154666 8.192854  0.391
H49 9.396195 12.970672 9.609878  0.176
H50 14.594037 15.114357 15.904871  0.455
H51 15.299061 13.990430 12.284095  0.349
H52 15.681507 12.053049 13.670736  0.554
H53 11.481465 8.780193 18.139589  -0.705
H54 9.130474 6.299896 13.615644  0.373
H55 7.511644 9.977504 11.434714  0.438
H56 9.030365 6.609793 16.326930  0.328
H57 10.090716 11.907367 19.860853  0.723
H58 12.857555 11.383531 9.792674  0.154
H59 16.871327 9.672240 15.305250  0.415
H60 9.883507 14.975818 10.374946  0.477

Atomic forces in eV per Å
0.71 0.57 0.48
0.93 0.27 -0.05
0.77 -0.40 0.50
-0.38 0.80 0.02
-0.62 -1.02 -0.01
-1.50 1.39 -1.39
0.23 0.33 -0.81
2.16 -1.04 0.87
0.16 -0.05 -0.38
1.34 0.17 -1.24
1.92 -0.08 0.49
-0.47 -0.58 -0.17
1.07 -0.25 -0.12
0.33 0.04 0.52
1.66 -0.06 0.06
0.15 -0.22 -0.23
-0.94 -1.56 0.17
-1.20 -0.11 -1.70
1.31 -1.43 1.51
0.92 -0.16 -1.80
0.78 -1.39 0.26
-0.50 -0.86 -0.06
0.46 0.33 1.17
0.19 1.12 0.60
-0.09 0.84 1.41
0.42 -0.91 -1.03
0.24 -2.00 -0.54
-0.47 -1.70 -0.25
-0.11 0.05 1.01
-0.51 1.11 2.77
-0.05 0.07 0.66
0.82 1.30 0.60
0.49 -0.94 -1.30
-0.59 -0.94 -0.73
0.37 -1.53 -0.42
0.26 1.98 0.30
0.38 0.05 -1.00
-3.22 -1.55 -0.03
0.21 1.58 1.59
-1.16 0.24 0.12
0.12 0.12 0.02
-1.17 -0.22 -0.51
0.24 1.27 0.12
0.25 0.92 -0.43
-2.18 0.70 -0.43
-0.84 0.75 -0.62
-0.64 1.88 -1.27
-0.30 1.24 2.29
1.25 0.28 -0.81
-0.07 0.96 1.48
-1.01 -1.14 1.13
0.19 -0.49 -0.96
1.01 1.33 1.28
-0.71 1.57 0.31
0.57 -1.11 0.16
-0.17 -0.26 0.26
0.39 -0.44 0.18
0.62 0.31 0.79
-0.26 0.06 0.20
0.18 0.42 0.52
-0.24 -0.19 -0.30
-0.42 -0.27 -0.12
-0.45 -0.75 -0.71
-0.21 -0.15 -0.08
0.23 0.28 -0.13
-0.81 0.56 0.38
0.05 0.61 0.41
0.91 -1.43 0.87
-0.38 -0.23 0.32
-0.22 -0.28 0.53
-0.17 -0.03 0.37
0.36 -0.38 -0.37
0.09 0.84 0.09
0.57 -0.20 -0.03
-0.04 0.80 0.25
0.18 -0.04 -0.37
-0.17 -0.13 -0.32
-0.47 0.94 -0.02
0.40 0.51 -1.19
-0.12 -0.40 0.07
-0.52 -0.12 -1.20
0.03 -0.24 -0.85
0.00 0.57 0.13
-0.17 -0.52 -0.42
-0.15 -0.28 -0.27
-1.38 1.19 -0.84
-0.17 -0.16 -0.51
-0.75 -0.01 -0.19
1.43 -0.66 -0.27
0.20 -0.93 -0.46
-0.90 0.16 -0.37
-0.22 -0.02 -0.13
-0.59 -0.20 -0.50
-0.09 -0.76 0.23
-0.26 0.24 -0.36
0.06 -0.42 -0.60
-0.27 0.44 -0.15
0.52 0.03 -0.53
-0.27 -0.78 0.26
-0.13 0.52 -0.58
0.12 -0.01 0.37
-0.10 0.15 0.30
0.33 -0.64 -0.17
0.29 -0.15 0.38
-0.30 -0.17 -0.14
-0.23 -0.14 0.62
-0.45 0.28 0.73
-0.20 -0.38 -0.40
0.35 -0.41 -0.81
0.29 0.15 -0.16
-0.21 0.26 0.46
0.44 0.93 0.47
-0.09 0.54 0.49
0.31 -0.12 0.22

Its charge is +1.


[2]
Here is a molecular structure, C45H60BrN5O3RbSb2SeSi in a non-equilibrium geometry from the OMol25 dataset. Energies are from the ωB97M-V functional and the def2-TZVPD basis.

Last column: Mulliken charge in e.
Cartesian coordinates (Å):
Sb1 -2.663947 1.353500 1.415352  0.886
Sb2 2.946355 1.689882 1.208681  1.055
Rb1 1.439610 -0.106472 -1.450025  0.700
Br1 3.839585 -5.651521 3.279493  -0.201
Se1 2.174911 -3.160422 -3.039761  -0.567
Si1 3.734855 -4.124982 -4.271608  0.142
O1 -1.240258 -1.408852 -0.427122  0.359
O2 -3.030012 2.289947 -2.251722  -0.535
O3 2.251813 2.235379 -1.441211  -0.731
N1 -2.433295 -2.445636 -2.716674  -0.902
N2 0.964700 2.506311 -1.563604  0.181
N3 2.143908 -1.846955 1.213466  0.511
N4 -3.558604 -3.481738 -4.764220  -0.223
N5 -1.643024 2.036576 -2.158326  0.327
C1 -5.609029 1.776822 2.214440  -0.415
C2 3.910722 4.468754 2.174916  -0.491
C3 1.393925 2.712627 -3.962904  -1.301
C4 -3.165325 -1.411332 -3.455628  -0.209
C5 3.444708 -3.861137 1.104944  -0.753
C6 3.001457 2.156796 4.408447  -0.053
C7 -3.110802 -0.527768 5.409284  -0.693
C8 4.640844 -5.484603 -3.337151  -0.998
C9 -3.193475 0.356332 4.340706  -0.303
C10 -1.415205 -3.040711 -3.598202  -0.267
C11 3.354397 1.335990 3.332339  0.012
C12 1.968302 5.974109 0.899695  -0.836
C13 1.877021 -2.121725 2.490067  -0.347
C14 -4.386091 3.834228 2.211038  -0.269
C15 4.004442 0.136715 3.634068  -0.532
C16 -4.400445 2.451460 2.034232  -0.040
C17 -3.805709 -2.038064 -4.724417  -0.807
C18 -2.108149 -3.711816 -4.811733  -0.783
C19 -6.765810 2.455081 2.572447  -0.551
C20 3.020211 -4.923195 -5.815282  -1.015
C21 2.916886 -2.706441 0.542402  -0.316
C22 3.152030 -4.112340 2.429738  0.109
C23 3.916978 5.854230 2.293311  -0.586
C24 2.943008 6.610752 1.657510  -0.440
C25 2.936061 3.817437 1.420474  0.129
C26 -5.544072 4.520656 2.562415  -0.582
C27 -1.571333 3.921998 -3.725171  -1.513
C28 -3.373880 -3.486953 -2.294145  -0.533
C29 3.887154 0.574324 5.995704  -0.459
C30 -1.261347 2.746338 2.288101  -2.032
C31 0.510905 2.700195 -2.752567  -0.036
C32 -0.961382 2.863227 -2.856914  0.355
C33 -2.669735 0.018949 3.093546  -0.093
C34 -2.067434 -1.231006 2.938146  -0.210
C35 -1.986691 -2.119366 4.005631  -0.618
C36 -4.088382 -4.080960 -3.538343  -0.718
C37 0.776966 1.514254 1.387533  -0.834
C38 5.046407 -2.918288 -4.855549  -1.040
C39 -2.505500 -1.766361 5.243586  -0.421
C40 0.138533 2.203303 2.585779  0.305
C41 4.266073 -0.248851 4.946150  -0.596
C42 1.968209 4.590225 0.775833  0.051
C43 3.260984 1.784754 5.720987  -0.669
C44 2.356612 -3.239968 3.151243  -0.922
C45 -6.734469 3.833177 2.747044  -0.420
H1 2.193146 3.449732 -3.855610  0.309
H2 4.084424 0.279339 7.019203  0.380
H3 2.524044 3.111744 4.224447  0.365
H4 -2.808941 -4.250003 -1.755070  0.404
H5 2.615363 -4.161631 -6.486174  0.260
H6 -1.193080 3.593944 1.600840  0.426
H7 -2.467548 -0.609824 -3.703502  0.207
H8 -5.510581 5.595335 2.693265  0.373
H9 2.971097 2.441818 6.532712  0.389
H10 5.298407 -5.052245 -2.577945  0.241
H11 -3.390433 -1.596471 -5.632103  0.334
H12 4.669467 3.891447 2.692111  0.460
H13 -4.083020 -3.043748 -1.591688  0.353
H14 2.203505 -5.595748 -5.542011  0.240
H15 -3.946091 -5.161943 -3.592948  0.329
H16 -0.679020 -2.126261 -0.109122  0.216
H17 3.917640 -6.126414 -2.828651  0.244
H18 4.681729 6.340700 2.887307  0.381
H19 -0.817385 -3.746691 -3.023436  0.311
H20 3.776001 -5.497910 -6.360682  0.328
H21 2.126656 -3.412385 4.192873  0.548
H22 2.943051 7.689934 1.751540  0.357
H23 1.204816 6.556089 0.396843  0.415
H24 -1.726395 -3.313446 -5.752773  0.345
H25 -2.441333 -2.455719 6.076316  0.365
H26 -2.242289 4.546849 -3.134416  0.343
H27 5.514789 -2.432363 -3.996464  0.243
H28 -1.524205 -3.088945 3.867363  0.461
H29 -3.920484 -0.988534 -2.789292  0.318
H30 1.213922 4.107187 0.166227  0.189
H31 -0.732007 -2.252925 -3.908569  0.223
H32 -1.737861 3.095517 3.208885  0.830
H33 -3.375076 1.660852 -1.604737  0.241
H34 1.267863 -1.398121 3.021088  0.620
H35 5.827024 -3.412523 -5.443365  0.313
H36 -7.634630 4.366530 3.025909  0.357
H37 4.046627 -4.532281 0.509567  0.554
H38 0.825656 2.919240 -4.870891  0.442
H39 0.110957 1.524043 3.442527  0.345
H40 -3.519289 -0.247762 6.372680  0.386
H41 -5.653395 0.700050 2.084065  0.340
H42 0.533375 0.446954 1.367361  0.205
H43 -1.935153 -4.789271 -4.820338  0.270
H44 4.766678 -1.189927 5.142519  0.459
H45 -7.689620 1.907489 2.712684  0.372
H46 4.591346 -2.139027 -5.471387  0.271
H47 -5.163740 -3.892332 -3.502524  0.306
H48 -2.176152 3.479106 -4.518520  0.322
H49 1.903287 1.753714 -4.094812  0.179
H50 -3.466312 4.392304 2.077270  0.326
H51 4.314566 -0.521739 2.827063  0.402
H52 5.251276 -6.104627 -4.001492  0.340
H53 -0.797411 4.546566 -4.167159  0.427
H54 -1.653308 -1.779552 -1.245813  0.523
H55 0.737705 3.060136 2.904772  -0.073
H56 -1.675272 -1.522951 1.968986  0.476
H57 -3.670763 1.320062 4.485456  0.384
H58 -4.885336 -1.873731 -4.744435  0.319
H59 0.400515 1.959212 0.462231  0.271
H60 3.106049 -2.485732 -0.504671  0.176

Atomic forces in eV per Å
0.14 -0.09 -0.29
-0.05 -0.04 0.11
-0.42 -1.86 -0.09
0.06 -0.13 0.04
-0.07 0.10 0.07
-0.02 0.05 0.05
0.31 -0.13 0.15
0.16 -0.04 0.04
0.26 1.11 0.06
-0.03 -0.02 0.00
-0.04 0.66 0.06
-0.01 -0.10 -0.12
0.04 0.04 0.06
-0.09 0.14 -0.18
-0.02 0.03 -0.01
-0.06 0.03 -0.03
0.02 0.06 -0.13
0.02 0.00 -0.02
-0.01 0.04 -0.04
0.03 -0.03 -0.07
-0.01 0.02 -0.04
0.02 -0.10 0.11
0.05 0.03 0.01
-0.09 0.00 0.01
-0.01 -0.09 0.17
0.02 -0.04 0.00
0.00 0.11 -0.05
-0.08 -0.04 0.00
-0.01 0.02 0.04
-0.08 0.10 0.16
0.00 0.03 0.02
0.00 0.02 0.02
0.06 0.04 -0.02
-0.10 -0.09 -0.10
-0.10 0.13 0.08
-0.03 0.05 0.02
0.00 -0.02 0.00
-0.01 -0.04 -0.01
0.00 0.18 -0.01
0.04 -0.03 -0.01
0.01 0.03 -0.02
0.00 -0.02 -0.03
0.00 0.01 -0.04
-0.12 -0.03 0.21
-0.19 0.09 -0.16
0.15 -0.32 0.12
0.10 -0.11 0.06
-0.05 -0.04 0.03
-0.01 0.07 0.01
0.00 0.00 0.03
0.21 0.00 -0.06
0.12 0.14 -0.05
0.01 -0.01 -0.03
-0.09 0.02 0.07
-0.03 0.04 -0.06
0.04 0.00 0.08
0.01 -0.04 0.00
0.00 0.02 0.00
0.00 -0.02 0.01
-0.03 0.02 0.04
0.00 0.01 0.00
-0.02 0.01 -0.01
0.01 -0.01 0.00
-0.01 -0.01 0.01
0.02 -0.03 -0.04
0.00 0.01 0.00
-0.01 0.01 0.01
0.00 0.00 0.01
-0.03 -0.01 0.01
0.01 -0.02 -0.01
0.01 0.00 0.00
-0.02 0.00 0.00
0.01 -0.01 -0.04
0.01 -0.01 -0.02
0.05 0.01 0.01
0.04 -0.03 0.00
0.00 0.00 0.00
0.00 -0.02 0.00
-0.01 0.02 0.00
-0.01 0.01 -0.01
0.00 0.00 0.00
0.00 0.01 0.00
0.00 0.01 -0.01
0.00 0.00 0.00
0.01 -0.01 0.03
0.01 0.01 -0.03
0.03 -0.01 -0.01
-0.02 -0.01 0.00
0.00 0.01 -0.02
0.05 0.03 -0.03
0.02 0.07 -0.01
0.00 0.04 -0.02
-0.06 0.00 0.01
-0.01 0.00 0.01
0.00 0.01 0.00
0.00 0.00 0.00
0.01 0.02 0.01
-0.06 0.00 0.00
0.00 0.00 0.01
0.03 -0.01 0.00
-0.02 0.00 0.01
-0.01 -0.01 0.01
0.00 0.00 0.01
-0.01 0.01 0.01
0.03 0.01 0.01
-0.01 0.01 -0.01
0.01 -0.02 0.00
-0.04 -0.03 0.04
0.00 -0.01 0.00
-0.01 0.01 -0.01
0.00 0.02 0.00
-0.02 0.00 -0.01
-0.11 0.07 -0.12
0.06 0.00 -0.01
-0.02 0.06 0.02
0.00 -0.01 -0.01
-0.01 0.00 0.00
0.08 -0.05 -0.03
0.03 -0.12 0.03

Its charge is -1.


no.,E_HOMO (eV),Kohn-Sham gap (eV)
1,-10.68,8.83
2,-4.59,6.56